Record 1
Here is the molecule C18H17NO6 in a non-equilibrium geometry from OMol25. Energies are from ωB97M-V/def2-TZVPD.

Atoms and positions in Å:
C1 6.24 0.88 0.10
C2 5.41 -0.36 0.10
C3 5.82 -1.65 0.08
O1 4.79 -2.54 0.09
C4 3.66 -1.81 0.11
C5 2.36 -2.26 0.13
C6 1.36 -1.31 0.15
O2 0.09 -1.77 0.15
C7 -0.99 -0.95 0.18
O3 -2.09 -1.46 0.16
C8 -0.76 0.49 0.22
C9 -1.99 1.36 0.31
C10 -3.28 0.60 0.58
O4 -3.65 0.40 1.73
N1 -4.10 0.36 -0.47
C11 -3.68 0.23 -1.84
C12 -5.45 -0.11 -0.19
C13 -5.52 -1.60 0.19
O5 -6.10 -2.40 -0.51
O6 -4.95 -1.92 1.33
C14 0.50 0.99 0.20
C15 0.78 2.46 0.21
C16 1.63 0.08 0.16
C17 2.96 0.51 0.14
C18 3.97 -0.43 0.12
H1 6.03 1.47 0.99
H2 6.00 1.49 -0.78
H3 7.29 0.63 0.08
H4 6.81 -2.07 0.06
H5 2.11 -3.31 0.12
H6 -2.09 1.97 -0.58
H7 -1.87 2.02 1.18
H8 -3.96 -0.76 -2.21
H9 -4.17 0.99 -2.46
H10 -2.60 0.32 -1.93
H11 -6.07 0.07 -1.07
H12 -5.84 0.47 0.66
H13 -4.45 -1.15 1.71
H14 1.34 2.72 1.11
H15 1.39 2.73 -0.65
H16 -0.13 3.04 0.19
H17 3.20 1.56 0.15

The energy relative to the best compared isomer or geometry (same formula, charge and spin) comes out at 34.6 kJ/mol. Its charge is 0. The SMILES is Cc1coc2cc3oc(=O)c(CC(=O)N(C)CC(=O)O)c(C)c3cc12. The LUMO energy comes out at -0.32 eV. As for the HOMO energy: -8.643 eV. The spin multiplicity is 1.

---

Record 2
Here is the molecule C18H17NO7S from OMol25. Energies are from ωB97M-V/def2-TZVPD.

Atoms and positions in Å:
C1 -3.32 -1.38 2.49
S1 -3.38 -1.86 0.75
O1 -2.04 -2.12 0.27
O2 -4.35 -2.92 0.59
C2 -3.97 -0.42 -0.14
C3 -5.27 -0.37 -0.62
C4 -5.68 0.73 -1.35
C5 -4.79 1.77 -1.60
C6 -3.49 1.71 -1.12
C7 -3.08 0.61 -0.38
C8 -1.70 0.59 0.21
O3 -1.51 0.89 1.37
N1 -0.73 0.27 -0.69
C9 0.63 0.24 -0.35
C10 1.39 -0.87 -0.68
C11 2.73 -0.97 -0.32
C12 3.32 0.09 0.40
C13 2.55 1.20 0.72
C14 1.22 1.30 0.34
C15 0.47 2.56 0.59
O4 -0.37 3.02 -0.14
O5 0.88 3.19 1.69
O6 4.60 0.05 0.90
C16 5.66 0.05 -0.04
C17 5.53 -1.08 -1.08
C18 4.74 -2.25 -0.50
O7 3.35 -2.11 -0.72
H1 -2.67 -0.53 2.58
H2 -2.94 -2.22 3.05
H3 -4.34 -1.14 2.79
H4 -5.92 -1.21 -0.43
H5 -6.69 0.78 -1.73
H6 -5.11 2.63 -2.17
H7 -2.79 2.52 -1.30
H8 -1.01 -0.27 -1.49
H9 0.94 -1.71 -1.19
H10 3.01 2.00 1.27
H11 0.36 4.00 1.82
H12 6.55 -0.09 0.57
H13 5.72 1.02 -0.54
H14 5.01 -0.72 -1.97
H15 6.53 -1.40 -1.38
H16 4.99 -3.18 -1.02
H17 4.96 -2.37 0.57

The energy relative to the best compared isomer or geometry (same formula, charge and spin) comes out at 0.7 kJ/mol. Its charge is 0. The SMILES is CS(=O)(=O)c1ccccc1C(=O)Nc1cc2c(cc1C(=O)O)OCCCO2. The LUMO energy comes out at 0.61 eV. As for the HOMO energy: -8.443 eV. The spin multiplicity is 1.

---

Record 3
Here is C18H18BF6N9O4RuS4 as an isolated structure from OMol25. Energies are from ωB97M-V/def2-TZVPD.

Atoms and positions in Å:
Ru1 0.20 -0.71 -0.01
C1 3.33 1.08 2.32
C2 2.00 0.71 2.11
N1 1.89 0.04 0.96
N2 3.13 -0.02 0.41
C3 4.01 0.60 1.22
B1 3.21 -0.70 -0.98
N3 2.62 -2.14 -0.82
C4 3.24 -3.33 -0.93
C5 2.32 -4.32 -0.63
C6 1.15 -3.64 -0.33
N4 1.35 -2.33 -0.45
N5 2.30 0.10 -1.95
C7 2.62 0.88 -3.00
C8 1.46 1.45 -3.47
C9 0.45 0.97 -2.64
N6 0.98 0.16 -1.72
N7 4.60 -0.81 -1.57
C10 4.89 -1.34 -2.79
C11 6.24 -1.24 -2.99
C12 6.71 -0.62 -1.81
N8 5.73 -0.37 -0.97
H1 3.73 1.63 3.14
H2 1.13 0.90 2.71
H3 5.04 0.65 0.94
H4 4.27 -3.40 -1.21
H5 2.49 -5.39 -0.63
H6 0.18 -4.01 -0.04
H7 3.64 0.97 -3.33
H8 1.35 2.13 -4.30
H9 -0.61 1.17 -2.65
H10 4.11 -1.74 -3.42
H11 6.80 -1.56 -3.85
H12 7.72 -0.36 -1.55
C13 -4.16 -2.11 -0.23
C14 -2.74 -1.83 0.13
S1 -1.66 -1.45 -1.05
C15 -2.30 -1.91 1.49
C16 -3.26 -2.31 2.57
S2 -0.72 -1.60 1.88
H13 -4.29 -2.11 -1.31
H14 -4.81 -1.34 0.19
H15 -4.49 -3.07 0.17
H16 -4.07 -1.58 2.63
H17 -2.76 -2.36 3.53
H18 -3.71 -3.28 2.34
F1 -4.43 4.70 -1.15
C17 -4.47 3.37 -1.21
F2 -5.23 3.01 -2.25
F3 -5.03 2.90 -0.09
S3 -2.79 2.67 -1.43
O1 -2.98 1.24 -1.46
O2 -2.25 3.30 -2.60
N9 -2.10 3.22 -0.11
S4 -1.33 2.39 0.93
O3 -0.73 1.19 0.38
O4 -0.51 3.20 1.76
C18 -2.61 1.75 2.10
F4 -3.31 2.75 2.61
F5 -2.02 1.08 3.10
F6 -3.46 0.90 1.49

The energy relative to the best compared isomer or geometry (same formula, charge and spin) comes out at 9.4 kJ/mol. Its charge is 0. The LUMO energy (spin up / spin down) comes out at -2.27 / -2.27 eV. As for the HOMO energy (spin up / spin down): -8.742 / -8.743 eV. The spin multiplicity is 1.

---

Record 4
Here is the molecule C18H18Cl2N2O3 in a non-equilibrium geometry from OMol25. Energies are from ωB97M-V/def2-TZVPD.

Atoms and positions in Å:
C1 -1.70 -2.14 -4.12
C2 -1.08 -0.87 -3.52
C3 -2.18 0.03 -2.93
N1 -1.76 0.62 -1.62
C4 -0.97 1.87 -1.52
C5 0.51 1.65 -1.13
O1 1.24 2.61 -1.37
N2 1.00 0.49 -0.64
C6 2.29 0.14 -0.30
C7 3.42 0.83 -0.71
C8 4.63 0.36 -0.14
C9 4.72 -0.74 0.71
Cl1 6.39 -1.35 1.21
C10 3.57 -1.44 1.08
C11 2.29 -1.11 0.56
Cl2 0.95 -2.19 0.84
C12 -2.13 -0.01 -0.40
O2 -2.43 -1.20 -0.50
C13 -1.94 0.54 0.95
C14 -1.60 -0.27 2.06
C15 -1.47 0.19 3.44
C16 -1.19 1.44 3.95
C17 -1.25 1.12 5.33
C18 -1.42 -0.21 5.59
O3 -1.49 -0.80 4.43
H1 -1.07 -2.39 -4.97
H2 -1.76 -2.96 -3.46
H3 -2.67 -1.83 -4.57
H4 -0.39 -1.08 -2.78
H5 -0.54 -0.29 -4.33
H6 -2.44 0.80 -3.65
H7 -3.06 -0.65 -2.78
H8 -0.93 2.31 -2.53
H9 -1.38 2.59 -0.89
H10 0.30 -0.21 -0.43
H11 3.33 1.74 -1.22
H12 5.52 0.82 -0.59
H13 3.59 -2.22 1.78
H14 -2.17 1.60 1.01
H15 -1.19 -1.28 1.99
H16 -1.19 2.44 3.51
H17 -1.03 1.83 6.17
H18 -1.33 -0.79 6.46

The energy relative to the best compared isomer or geometry (same formula, charge and spin) comes out at 211.0 kJ/mol. Its charge is 0. The SMILES is CCCN(CC(=O)Nc1ccc(Cl)cc1Cl)C(=O)/C=C/c1ccco1. The LUMO energy comes out at -0.38 eV. As for the HOMO energy: -8.480 eV. The spin multiplicity is 1.

---

Record 5
Here is C18H18ClGeNOV as an isolated structure in a non-equilibrium geometry from OMol25. Energies are from ωB97M-V/def2-TZVPD.

Atoms and positions in Å:
V1 -0.64 -1.50 -1.72
O1 -2.09 -1.52 -3.01
C1 -3.36 -1.99 -2.44
C2 -3.38 -1.52 -1.01
C3 -4.53 -1.62 -0.25
C4 -4.50 -1.14 1.05
C5 -3.34 -0.55 1.54
C6 -2.24 -0.51 0.73
N1 -2.23 -1.00 -0.54
H1 -2.06 -1.62 -3.97
H2 -3.40 -3.08 -2.50
H3 -4.19 -1.58 -3.00
H4 -5.42 -2.06 -0.67
H5 -5.39 -1.21 1.67
H6 -3.30 -0.15 2.54
H7 -1.33 -0.05 1.09
Ge1 0.91 0.15 -0.43
C7 1.01 2.02 -0.41
C8 1.21 2.68 -1.63
C9 1.40 4.05 -1.61
C10 1.34 4.75 -0.41
C11 1.14 4.08 0.80
C12 0.98 2.71 0.81
C13 2.18 -0.73 0.83
C14 2.14 -0.48 2.24
C15 3.13 -0.95 3.04
C16 4.18 -1.75 2.46
C17 4.22 -2.01 1.06
C18 3.23 -1.54 0.26
H8 0.23 -0.86 -2.82
H9 1.21 2.14 -2.57
H10 1.58 4.57 -2.54
H11 1.45 5.82 -0.42
H12 1.11 4.64 1.73
H13 0.82 2.21 1.76
H14 1.35 0.12 2.67
H15 3.13 -0.74 4.10
H16 4.93 -2.19 3.11
H17 5.04 -2.58 0.64
H18 3.25 -1.76 -0.80
Cl1 0.23 -3.25 -1.36

Its charge is +3. The LUMO energy (spin up / spin down) comes out at -13.24 / -13.21 eV. As for the HOMO energy (spin up / spin down): -17.895 / -17.881 eV. The spin multiplicity is 1.

---

Number 1 is which compound? C18H17NO6